Record 1
The following is a quantum chemistry calculation of a single C4H7NO molecule, from the Open Molecules 2025 dataset.

Values from the calculation:
Relative energy (zero: lowest compared OMol25 entry of this formula, charge and spin) (eV): 1.804
SMILES: C/C=N/CC=O
E (eV): -7797.84056
HOMO (eV): -9.588
Net charge: 0
Orbital gap (eV): 10.6

```
13
Properties=species:S:1:pos:R:3:forces:R:3
C -2.1501 -0.5727 0.7434 -0.1 0.0 0.1
C -0.7270 -0.5805 0.3015 -0.1 0.2 -0.2
C 1.0052 0.4593 -0.7839 0.2 -0.1 -0.2
N -0.1231 0.5185 0.1195 -0.3 -0.3 -0.2
C 2.3178 0.8150 -0.1376 0.3 -0.1 0.0
O 3.3094 0.1372 -0.2584 -0.3 0.4 0.1
H -2.3682 -1.1142 1.6656 0.1 0.0 -0.1
H -2.7091 -1.0498 -0.0717 -0.1 0.0 0.2
H -2.4629 0.4703 0.8172 -0.1 -0.2 0.2
H -0.2919 -1.5411 -0.0223 -0.1 0.2 -0.1
H 1.1096 -0.5120 -1.2866 0.1 0.1 0.1
H 0.7721 1.2192 -1.5423 0.3 -0.1 -0.1
H 2.3182 1.7510 0.4556 0.1 -0.1 0.0
```
Positions in Å, forces in eV/Å.


Record 2
The following is a quantum chemistry calculation of a single C7H16NOP molecule at a distorted geometry, from the Open Molecules 2025 dataset.

Values from the calculation:
Relative energy (zero: lowest compared OMol25 entry of this formula, charge and spin) (eV): 0.000
SMILES: C=C(C)[P@](C)(=O)N(C)CC
E (eV): -20345.63558
HOMO (eV): -9.012
Net charge: 0
Orbital gap (eV): 9.8

```
26
Properties=species:S:1:pos:R:3:forces:R:3
C -0.3505 0.3098 -1.4412 -0.2 0.2 -0.2
C 1.5735 -1.3933 -0.0127 -0.1 -0.1 0.5
C 2.7441 -0.4930 -0.2589 0.1 -0.1 0.0
C 1.5067 -2.6532 -0.4143 -0.1 0.0 0.1
C -2.7051 1.1987 0.3014 0.0 -0.2 -0.1
C 0.6906 0.6926 1.8545 -0.3 -0.7 -0.3
C -2.3045 -0.2341 -0.0395 -0.3 0.1 0.2
N -0.8953 -0.4012 -0.3116 0.4 -0.1 0.3
O -0.4730 -1.7970 1.8537 -0.4 -0.6 0.6
P 0.1263 -0.8184 0.9468 0.8 0.9 -0.7
H -1.0519 0.2318 -2.2746 0.0 0.0 0.0
H 0.5853 -0.1501 -1.7443 0.0 0.0 -0.1
H 2.4324 0.5425 -0.3701 0.1 0.1 -0.1
H 3.2816 -0.7996 -1.1550 0.1 0.0 0.0
H 3.4342 -0.5472 0.5830 0.1 0.1 0.1
H 0.6498 -3.2530 -0.1548 -0.2 -0.2 0.0
H 2.2840 -3.1289 -0.9935 0.2 0.0 -0.1
H -0.1758 1.3743 -1.2455 0.0 0.1 0.0
H -2.4843 1.8698 -0.5260 0.0 0.1 0.0
H -3.7719 1.2494 0.5054 -0.1 0.1 0.0
H -2.1652 1.5377 1.1830 0.0 0.1 0.1
H 1.6354 0.4740 2.3458 0.1 0.0 0.1
H 0.8009 1.5628 1.2148 0.0 0.1 -0.1
H -0.0577 0.8913 2.6194 0.0 0.0 0.0
H -2.5328 -0.8931 0.8015 -0.1 0.0 -0.1
H -2.8708 -0.5771 -0.9136 0.0 0.0 0.1
```
Positions in Å, forces in eV/Å.


Record 3
The following is a quantum chemistry calculation of a single C2H5NOSi molecule, from the Open Molecules 2025 dataset.

Values from the calculation:
Relative energy (zero: lowest compared OMol25 entry of this formula, charge and spin) (eV): 0.000
SMILES: CO[SiH2]C#N
E (eV): -13570.45765
HOMO (eV): -11.250
Net charge: 0
Orbital gap (eV): 11.8

```
10
Properties=species:S:1:pos:R:3:forces:R:3
C 2.4111 -0.0290 -0.0002 -0.6 -0.6 0.0
C -1.5892 0.7212 0.0000 -0.6 0.0 0.0
N 3.4861 0.3641 -0.0002 0.6 0.3 0.0
O -0.2041 0.5608 0.0004 0.4 0.3 0.0
Si 0.7026 -0.7745 0.0001 0.4 0.3 0.0
H -1.8030 1.7906 0.0050 -0.1 -0.1 0.0
H -2.0349 0.2610 0.8852 -0.1 0.1 0.0
H -2.0330 0.2697 -0.8906 -0.1 0.1 0.0
H 0.5322 -1.5820 -1.2099 0.0 -0.1 -0.1
H 0.5322 -1.5820 1.2102 0.0 -0.1 0.1
```
Positions in Å, forces in eV/Å.


Record 4
The following is a quantum chemistry calculation of C5H8O as an isolated structure at a distorted geometry, from the Open Molecules 2025 dataset.

Values from the calculation:
Relative energy (zero: lowest compared OMol25 entry of this formula, charge and spin) (eV): 4.676
E (eV): -7357.57903
HOMO (eV): -7.821
Net charge: 0
Orbital gap (eV): 8.8

```
14
Properties=species:S:1:pos:R:3:forces:R:3
O 0.7344 0.3743 -2.1382 0.5 -0.8 0.3
C 0.8561 -0.1266 -0.8328 0.1 -1.3 1.1
C 0.8741 0.8823 0.3286 0.2 0.0 0.1
C -0.0691 -0.0740 1.0884 0.6 -0.3 0.7
C -1.4866 0.1073 0.7989 0.4 -1.1 -2.0
C -0.1656 -0.9267 -0.1539 -4.3 1.6 0.3
H -0.0230 -0.0485 -2.5729 0.3 0.1 0.3
H 1.4078 -1.1450 -0.3957 1.5 2.3 -2.3
H 0.4098 1.8344 0.0442 0.0 -0.3 0.1
H 1.8344 1.0789 0.8047 0.0 0.0 -0.1
H 0.2553 -0.4869 2.0274 0.1 0.0 0.4
H -1.8945 1.0026 0.3288 0.4 -0.2 0.2
H -2.2138 -0.5951 1.2111 0.4 0.2 -0.1
H -0.5193 -1.8771 -0.5384 -0.1 -0.1 0.9
```
Positions in Å, forces in eV/Å.


- Which of these has the highest relative energy (zero: lowest compared OMol25 entry of this formula, charge and spin)?
  C5H8O


- Among the records above, which one has the lowest HOMO?
  C2H5NOSi